Record 1
Below is a 14-piece molecular cluster, C38H112N8O17 overall, with properties calculated with ωB97M-V/def2-TZVPD.

The geometry in ORCA input format:
```
! RIJCOSX wB97M-V def2-TZVPD def2/J DEFGRID3
* xyz 0 1
C 1.3930 3.6402 4.2481
C 2.0794 2.2643 4.2076
C 2.2181 1.7259 2.7351
O 3.0100 0.5096 2.6622
C 2.3420 -0.6371 3.1108
N 3.4028 2.5826 4.8202
H 1.9952 4.2619 3.5856
H 1.3614 4.1164 5.2281
H 0.3900 3.6003 3.8233
H 1.5438 1.5659 4.8507
H 2.6833 2.5292 2.1639
H 1.1900 1.5614 2.4123
H 2.2941 -0.6946 4.1982
H 2.9257 -1.4985 2.7861
H 1.3783 -0.7064 2.6062
H 3.9991 1.7975 4.6008
H 3.6971 3.4062 4.3151
C -4.6916 -0.9361 2.5030
C -4.9448 0.6154 2.5573
C -3.6039 1.3849 2.7613
O -3.1581 1.0027 4.0890
C -1.8624 1.5237 4.3623
N -5.5524 0.9737 1.3105
H -4.1327 -1.2347 3.3899
H -4.0042 -1.3100 1.7443
H -5.6469 -1.4598 2.4682
H -5.5861 0.8566 3.4051
H -3.6595 2.4693 2.6658
H -2.8349 1.0091 2.0864
H -1.6390 1.2394 5.3906
H -1.8466 2.6131 4.3935
H -1.0962 1.0788 3.7274
H -5.4859 1.9813 1.3311
H -4.8765 0.7423 0.5966
C 2.5174 4.2485 -0.2105
C 3.2111 5.5527 0.2879
C 4.3269 6.0142 -0.5494
O 5.1916 6.8619 0.2741
C 6.4822 6.9831 -0.2782
N 2.1806 6.5630 0.3033
H 2.0527 4.3040 -1.1949
H 1.7778 3.9471 0.5312
H 3.2857 3.4768 -0.2591
H 3.6647 5.3893 1.2655
H 3.9744 6.4884 -1.4654
H 4.9174 5.1890 -0.9474
H 6.4658 6.9220 -1.3663
H 7.0580 6.1270 0.0735
H 7.0581 7.8516 0.0414
H 1.7017 6.4562 -0.5795
H 1.4591 6.2961 0.9578
C 1.5946 4.9839 -3.8456
C 2.2895 4.2181 -4.9112
C 3.3396 3.2682 -4.4066
O 4.4261 3.9165 -3.7653
C 5.5391 3.0747 -3.3494
N 1.3581 3.3959 -5.7253
H 2.2912 5.3935 -3.1142
H 0.8996 4.3462 -3.2993
H 0.9614 5.7923 -4.2112
H 2.8549 4.9440 -5.4956
H 3.8186 2.7025 -5.2056
H 2.9304 2.6158 -3.6352
H 5.8757 2.4724 -4.1932
H 5.3590 2.3727 -2.5353
H 6.3709 3.6897 -3.0058
H 1.2086 4.0202 -6.5050
H 1.8019 2.6290 -6.2100
C 1.2804 -2.7694 9.2717
C 1.0719 -1.9268 7.9670
C 0.1429 -2.5751 6.9279
O -0.1820 -1.6735 5.8551
C -1.1285 -2.1621 4.8584
N 0.4153 -0.7177 8.4765
H 1.9054 -2.2466 9.9956
H 1.8685 -3.6123 8.9090
H 0.4034 -3.0722 9.8438
H 2.0055 -1.5157 7.5829
H -0.7985 -2.8341 7.4124
H 0.6434 -3.4401 6.4927
H -0.9025 -3.2159 4.6960
H -1.0416 -1.6216 3.9158
H -2.1551 -2.1036 5.2200
H 0.1124 -0.4513 7.5505
H -0.4033 -1.0306 8.9786
C 1.7797 1.0690 -1.1810
C 0.3916 0.4375 -1.3438
C -0.0100 -0.5664 -0.2452
O -1.2670 -1.1443 -0.4209
C -1.5354 -2.2990 0.3775
N -0.4043 1.5796 -1.3185
H 1.9169 1.5308 -0.2032
H 1.9603 1.9259 -1.8300
H 2.6313 0.3955 -1.2769
H 0.3171 0.0953 -2.3761
H -0.1257 -0.0880 0.7274
H 0.6417 -1.4387 -0.1960
H -2.5907 -2.5639 0.3116
H -1.3064 -2.0174 1.4053
H -0.9389 -3.1688 0.1026
H -1.3413 1.2569 -1.5137
H -0.2124 2.1951 -2.0959
C 2.0090 -0.2450 -4.3413
C 2.5519 -0.2213 -5.7939
C 3.2314 -1.5592 -6.2513
O 4.2429 -1.9468 -5.3485
C 4.8138 -3.2064 -5.5953
N 1.5494 0.3740 -6.6538
H 2.8614 -0.4540 -3.6949
H 1.1806 -0.9432 -4.2220
H 1.6110 0.7159 -4.0153
H 3.3901 0.4711 -5.7168
H 3.5476 -1.5170 -7.2936
H 2.3931 -2.2558 -6.2642
H 5.8257 -2.9972 -5.9425
H 4.3256 -3.7101 -6.4296
H 4.7799 -3.8232 -4.6972
H 1.0423 0.9085 -5.9630
H 0.7710 -0.2424 -6.8385
C -3.2192 0.2290 -2.9009
C -4.2893 -0.1387 -1.8365
C -4.8079 -1.5828 -1.8946
O -5.3119 -1.9102 -3.1503
C -5.9327 -3.1373 -3.1493
N -3.7621 0.2982 -0.5583
H -3.4635 -0.0805 -3.9171
H -2.2734 -0.2887 -2.7416
H -2.9985 1.2951 -2.8484
H -5.1609 0.4418 -2.1387
H -5.5578 -1.7430 -1.1199
H -4.0346 -2.2731 -1.5577
H -5.0704 -3.8005 -3.0815
H -6.4030 -3.4022 -4.0963
H -6.5914 -3.4425 -2.3361
H -3.0040 -0.3348 -0.3468
H -3.3979 1.2396 -0.5936
O -0.9325 2.9266 1.1350
H -0.5904 2.5063 0.3460
H -1.8800 2.8015 1.0821
O -0.9278 2.5027 -4.3986
H -0.0945 2.9252 -4.6067
H -1.5854 3.0363 -4.8447
O -3.2965 2.9584 -0.0925
H -3.2057 3.4836 -0.8875
H -4.1162 3.2579 0.3008
C 2.5676 -3.8216 -2.9407
C 1.2533 -3.6181 -2.1358
O 0.0490 -3.8762 -2.8983
O 2.7883 -5.0821 -3.5006
H 3.2975 -3.5786 -2.1685
H 2.5179 -3.1294 -3.7813
H 1.2173 -2.5529 -1.9077
H 1.2028 -4.2574 -1.2544
H -0.1951 -4.7926 -2.7489
H 1.9810 -5.3118 -3.9666
C -5.1688 -5.8102 0.1764
C -6.2267 -4.8566 0.8225
O -5.6946 -3.9190 1.6364
O -4.0441 -5.0213 -0.2054
H -5.7047 -6.3202 -0.6241
H -4.8997 -6.5561 0.9243
H -6.9176 -5.4153 1.4538
H -6.7843 -4.4324 -0.0124
H -4.9219 -3.7118 1.1057
H -3.2564 -5.5696 -0.2288
C -2.0120 -5.6575 2.5420
C -1.0265 -6.0749 1.3801
O -1.7307 -6.5586 0.2867
O -2.4544 -6.6880 3.3589
H -2.8060 -5.0263 2.1431
H -1.3696 -5.0381 3.1680
H -0.3417 -6.8525 1.7183
H -0.4921 -5.1669 1.1006
H -2.3753 -7.1623 0.6629
H -3.3416 -6.5689 3.7058
*
```

Calculated values
Energy above the lowest of the compared OMol25 structures with the same formula, charge and spin   101.5 kJ/mol
Kohn-Sham gap   0.310 hartree
LUMO energy   0.16 eV

Results of the Mulliken charge analysis, in e, for atoms 1 through 5: C -1.20; C 0.48; C 0.87; O -0.47; C -0.34

Record 2
Below is a 16-piece molecular cluster, C38H113N5O16 overall, with properties calculated with ωB97M-V/def2-TZVPD.

The geometry in ORCA input format:
```
! RIJCOSX wB97M-V def2-TZVPD def2/J DEFGRID3
* xyz 0 1
C 5.6488 0.8550 -0.0217
C 4.2756 0.3003 -0.3572
O 3.4201 1.4071 -0.5519
H 6.3405 0.0111 0.0811
H 5.6661 1.3746 0.9412
H 6.0173 1.5899 -0.7359
H 3.8986 -0.2637 0.5071
H 4.4499 -0.3512 -1.2250
H 2.4422 1.2017 -0.4903
C 6.2384 2.0275 4.2300
C 5.5854 0.7522 3.6732
O 4.2311 1.0383 3.3072
H 7.2314 1.7542 4.5974
H 5.6345 2.4550 5.0283
H 6.4183 2.7954 3.4771
H 5.6287 -0.0079 4.4526
H 6.1436 0.4791 2.7742
H 3.7700 0.2370 3.6064
C 1.5398 -0.8766 -3.5504
C 1.7536 -2.1740 -2.7805
O 2.8980 -2.8445 -3.3012
H 2.4704 -0.3862 -3.8255
H 1.0155 -0.2044 -2.8645
H 0.8779 -1.0047 -4.4049
H 0.8828 -2.8400 -2.7979
H 1.9741 -1.9396 -1.7283
H 3.0724 -3.6282 -2.7730
C 0.4896 -7.3727 1.0239
C 1.2695 -6.1038 1.3368
O 1.0804 -5.1275 0.2976
H 0.8789 -7.8403 0.1223
H -0.5672 -7.1156 0.9042
H 0.4465 -8.1005 1.8376
H 2.3334 -6.3356 1.2800
H 1.0161 -5.6833 2.3121
H 0.1203 -4.9500 0.3195
C -1.2195 4.0889 1.2072
C -1.0986 5.6040 1.1617
O -0.0932 5.9780 0.2350
H -0.3280 3.6371 1.6551
H -1.3353 3.6309 0.2225
H -2.0755 3.7366 1.7923
H -0.9030 6.0382 2.1464
H -2.0535 6.0219 0.8389
H 0.7700 5.6871 0.5469
C -1.2115 -2.6236 -5.4240
C -2.1907 -1.9102 -4.4875
O -3.4353 -1.6775 -5.1360
H -0.4418 -3.2017 -4.9075
H -0.7040 -1.9005 -6.0664
H -1.6875 -3.3165 -6.1200
H -1.8335 -0.9163 -4.2079
H -2.3338 -2.4906 -3.5692
H -4.0309 -2.4100 -4.9621
C -0.4406 2.3912 4.9079
C 0.8883 1.6321 4.8639
O 0.6561 0.3233 4.3395
H -1.0618 1.9061 5.6599
H -0.8858 2.4022 3.9145
H -0.2832 3.4324 5.1882
H 1.4058 1.5971 5.8259
H 1.5677 2.1498 4.1788
H 1.5123 -0.1228 4.2249
C -2.3263 2.1084 -5.4831
C -2.4192 1.3092 -6.7729
O -2.8583 2.1481 -7.8184
H -1.7315 3.0180 -5.6094
H -1.8289 1.6035 -4.6468
H -3.3076 2.3921 -5.0961
H -3.1463 0.5183 -6.5757
H -1.4862 0.7918 -7.0214
H -2.1438 2.7126 -8.1213
C -1.2762 -5.4225 -2.0256
C -2.3170 -5.3982 -0.9093
O -1.8101 -4.7169 0.2492
H -0.4851 -6.1535 -1.8416
H -0.7364 -4.5323 -2.3538
H -1.7926 -5.7840 -2.9213
H -2.4579 -6.4499 -0.6530
H -3.2028 -4.8629 -1.2509
H -2.5156 -4.6293 0.8984
O 2.8397 2.9931 1.6725
H 3.2441 2.3117 2.2447
H 3.2461 2.8483 0.8016
O 3.0114 -1.2925 4.5846
H 2.9655 -2.1095 4.0086
H 2.6857 -1.5760 5.4473
C -1.4446 4.8054 -2.9174
C -0.0618 5.4123 -3.1582
C 0.6284 4.8179 -4.3915
O 0.7289 3.4216 -4.3590
C 1.4774 2.9699 -3.2436
N -0.2055 6.8936 -3.2300
H -1.8479 5.0452 -1.9308
H -1.4215 3.7195 -3.0444
H -2.1842 5.1976 -3.6222
H 0.4957 5.2449 -2.2294
H 1.6029 5.2909 -4.5856
H 0.0085 5.0233 -5.2708
H 0.9737 3.2356 -2.3170
H 2.4929 3.3816 -3.2699
H 1.6309 1.8944 -3.2798
H 0.7349 7.2805 -3.3086
H -0.4583 7.1130 -2.2656
C 0.1205 0.0629 1.5899
C 0.0082 0.2755 0.0890
C -1.4850 0.4741 -0.2272
O -1.6745 0.7418 -1.5972
C -2.9328 1.2978 -1.9063
N 0.7392 1.5208 -0.2637
H -0.5222 -0.7266 1.9706
H -0.1758 0.9593 2.1461
H 1.1814 -0.0316 1.8397
H 0.4252 -0.5801 -0.4461
H -1.8263 1.3062 0.4023
H -2.0294 -0.4477 0.0020
H -3.0160 1.2767 -2.9886
H -3.0275 2.3156 -1.5116
H -3.7286 0.7314 -1.4051
H 0.7429 2.1376 0.5455
H 0.0921 1.9082 -0.9496
C -6.9115 4.0751 -4.8900
C -6.1020 5.1958 -4.2081
C -5.3006 4.6357 -3.0374
O -6.2006 4.2731 -1.9945
C -5.6475 3.3686 -1.0849
N -5.0893 5.7287 -5.1280
H -7.3016 4.5210 -5.8049
H -7.7127 3.7100 -4.2484
H -6.2293 3.2576 -5.1226
H -6.7019 6.0263 -3.8377
H -4.5583 5.3477 -2.6694
H -4.7785 3.7365 -3.3920
H -5.5897 2.3345 -1.4413
H -6.3091 3.3556 -0.2168
H -4.6598 3.6346 -0.6933
H -5.5562 6.1998 -5.8983
H -4.5569 5.0002 -5.5953
C -1.3871 -2.3677 3.5663
C -2.1873 -2.0770 4.8336
C -2.4049 -3.2897 5.7212
O -3.3170 -4.1454 5.0549
C -3.2052 -5.5001 5.4423
N -1.4498 -1.0704 5.6298
H -1.9163 -2.9769 2.8345
H -0.4048 -2.7728 3.8228
H -1.2079 -1.3944 3.1065
H -3.1271 -1.6088 4.5347
H -2.8180 -2.9908 6.6924
H -1.4731 -3.8303 5.9413
H -2.2922 -5.9161 4.9966
H -4.0683 -6.0462 5.0726
H -3.1088 -5.6021 6.5275
H -1.0261 -0.3826 5.0152
H -0.6809 -1.5403 6.0966
C 4.6417 -3.6761 1.3295
C 4.0719 -4.2683 2.6278
C 4.9740 -4.1291 3.8355
O 4.3316 -4.7441 4.9386
C 5.0136 -4.5345 6.1564
N 2.8066 -3.5715 2.8775
H 5.5091 -4.2446 0.9898
H 4.9846 -2.6542 1.5218
H 3.9147 -3.6097 0.5202
H 3.9624 -5.3411 2.4241
H 5.0916 -3.0625 4.0697
H 5.9673 -4.5519 3.6508
H 5.0358 -3.4807 6.4628
H 6.0466 -4.8915 6.1160
H 4.4003 -5.0725 6.8793
H 2.2974 -4.1212 3.5659
H 2.2928 -3.5481 2.0054
*
```

Calculated values
Energy above the lowest of the compared OMol25 structures with the same formula, charge and spin   0.0 kJ/mol
Kohn-Sham gap   0.331 hartree
LUMO energy   0.11 eV

Results of the Mulliken charge analysis, in e, for atoms 1 through 5: C -1.36; C 0.58; O -0.48; H 0.40; H 0.07